Entry 1:
Entry from the OMol25 dataset: 2 unconnected molecules or ions with the total composition C7H18NP in a non-equilibrium geometry (wB97M-V/def2-TZVPD).

```
27
Properties=species:S:1:pos:R:3:forces:R:3
C -2.563134 0.063572 0.815404 1.53 0.28 -1.21
C -1.376452 -1.995135 -0.327207 0.43 1.20 3.47
C 0.806708 0.216773 -1.901817 0.16 -1.20 -4.05
C 0.617156 2.237012 -0.680923 -0.37 3.67 2.66
C -1.260617 -0.770947 0.727428 1.31 -0.46 -0.20
C 0.124829 0.892346 -0.767022 -0.78 -1.60 0.64
C -0.032985 0.211063 0.593346 1.59 -1.86 1.17
N 1.819365 -0.895791 0.812951 -4.08 2.69 -2.00
P 2.805577 0.202917 1.504375 1.76 1.08 -0.24
H -2.533815 0.936996 0.141222 -0.03 -0.17 0.56
H -2.959653 0.285380 1.765455 0.40 0.82 1.51
H -3.331063 -0.534409 0.465669 -1.62 -1.37 -1.23
H -1.552456 -1.729347 -1.304305 0.06 0.96 -2.40
H -2.316607 -2.470458 -0.024134 0.54 -0.57 0.16
H -0.454377 -2.590300 -0.207430 -0.73 -0.06 -0.24
H 1.573501 0.863201 -2.482531 -1.48 -0.71 1.02
H 1.364215 -0.637701 -1.630687 0.64 -0.98 0.62
H 0.038518 -0.211781 -2.715827 1.59 1.13 1.65
H 1.669332 2.183716 -0.716899 1.41 0.38 0.27
H 0.309764 2.967026 -1.412573 -0.31 -0.23 -0.78
H 0.301293 2.745233 0.300683 0.63 -0.68 -1.16
H -1.075420 -1.323099 1.663177 -0.28 0.44 -0.06
H -0.864107 0.852722 -1.109092 -1.96 0.53 -0.22
H 0.054099 0.917171 1.527428 -0.02 -1.42 -1.91
H 1.714672 -1.745467 1.259950 -0.71 -2.06 1.06
H 3.141034 -0.295806 2.765630 -0.05 -0.25 0.69
H 3.980623 -0.374889 0.937732 0.38 0.46 0.22
```
Forces are in eV/Å.

Summary:
strongest force on any atom: 5.3 eV/Å
ΔE to the lowest compared entry with this formula, charge and spin: 86.8 kcal/mol
LUMO level (alpha / beta): 0.0279 / 0.0279 Ha
total charge: 0
HOMO-LUMO gap (alpha / beta): 8.9 / 9.0 eV

---

Entry 2:
Entry from the OMol25 dataset: a single C5H9NS molecule in a non-equilibrium geometry (wB97M-V/def2-TZVPD).

```
16
Properties=species:S:1:pos:R:3:forces:R:3
C 0.316434 -1.304749 -1.152060 -0.23 1.52 -0.52
C 0.151151 -0.210241 -0.062240 0.65 -1.51 0.34
C 0.720598 -0.632918 1.269304 1.11 -0.22 1.82
N 0.571318 1.128669 -0.440368 1.24 1.16 -1.07
C -0.768734 1.706126 -0.197104 -0.16 -0.09 -0.11
C -1.256240 0.285700 0.072694 -2.74 0.09 -0.32
S -2.778994 -0.376120 0.091890 2.25 0.74 0.19
H 1.374239 -1.375314 -1.436576 -0.18 0.12 0.09
H 0.009066 -2.294200 -0.777721 -0.37 0.51 -0.43
H -0.251568 -0.851014 -2.032977 0.62 -1.40 0.89
H 1.794270 -1.060831 1.231258 -1.64 0.82 -0.19
H 0.087783 -1.392401 1.759758 0.25 0.12 -0.34
H 0.708112 0.253014 1.976038 0.18 -0.94 -0.70
H 1.376226 1.548692 0.081440 -1.31 -0.66 -0.60
H -0.702348 2.380743 0.648752 -0.65 0.14 0.34
H -1.351309 2.194847 -1.032084 0.97 -0.40 0.62
```
Forces are in eV/Å.

Summary:
strongest force on any atom: 2.8 eV/Å
ΔE to the lowest compared entry with this formula, charge and spin: 39.1 kcal/mol
LUMO level: -0.0105 Ha
total charge: 0
SMILES: CC1(C)NCC1=S
HOMO-LUMO gap: 8.4 eV

---

Entry 3:
Entry from the OMol25 dataset: 4 unconnected molecules or ions with the total composition C4H13NO2 in a non-equilibrium geometry (wB97M-V/def2-TZVPD).

```
20
Properties=species:S:1:pos:R:3:forces:R:3
N -3.359235 0.636377 2.186034 -0.13 0.00 -0.23
C -2.329336 -0.339641 -1.031424 -1.08 -0.79 0.52
C 1.223105 -1.224984 -0.820269 0.33 0.65 -1.12
C -0.108003 -1.232260 -1.318136 -0.79 -0.86 1.33
C -1.018252 -0.301370 -0.774180 0.49 0.84 -0.49
H -3.351843 -0.173862 1.579719 0.08 -0.16 0.24
H -2.404586 0.963726 2.283110 -0.01 0.02 -0.01
H -3.031438 0.231691 -0.437007 0.20 0.50 -0.23
H -2.834803 -1.074561 -1.651616 0.46 -0.01 -0.32
H 1.895834 -1.324662 -1.689971 0.22 -0.02 0.00
H 1.502446 -2.124713 -0.260621 -0.08 -0.01 0.24
H 1.436765 -0.282068 -0.334199 0.39 -0.26 0.38
H -0.525165 -2.065830 -1.880246 0.18 0.16 -0.45
H -0.587284 0.457408 -0.126884 -0.01 0.05 0.08
H 4.138383 0.090382 0.941098 -0.15 0.01 -0.01
H 2.429858 1.049600 0.596620 0.00 -0.05 -0.45
O 3.261447 -0.068846 0.577122 0.13 -0.14 0.15
H -3.887242 1.345076 1.688791 0.04 0.14 0.17
H 2.071326 2.620662 0.342063 -0.03 0.10 -0.05
O 1.648926 1.761016 0.322903 -0.24 -0.18 0.28
```
Forces are in eV/Å.

Summary:
strongest force on any atom: 1.8 eV/Å
ΔE to the lowest compared entry with this formula, charge and spin: 126.0 kcal/mol
LUMO level: -0.1214 Ha
total charge: 0
HOMO-LUMO gap: 4.0 eV

---

Entry 4:
Entry from the OMol25 dataset: 8 unconnected molecules or ions with the total composition C27H56FNO23S6 in a non-equilibrium geometry (wB97M-V/def2-TZVPD).

```
114
Properties=species:S:1:pos:R:3:forces:R:3
O -6.913857 0.576729 1.467472 -2.27 0.39 -3.02
N -7.671747 0.943719 0.520012 -0.83 2.03 1.32
O -8.909747 0.788509 0.436952 2.87 -0.53 0.38
C -7.115737 2.007229 -0.471348 2.11 -0.37 1.00
C -5.691687 2.079359 -0.536018 -1.42 -0.14 -1.05
C -5.089807 2.986479 -1.424978 0.50 -2.09 1.60
C -5.854047 3.761729 -2.220098 -0.57 1.21 -1.16
C -7.227077 3.762949 -2.093908 -0.57 -0.63 0.09
C -7.884047 2.925889 -1.192708 0.11 -0.78 -0.33
H -5.068567 1.291329 -0.139618 -0.18 0.16 0.61
H -4.019367 2.876299 -1.516648 0.10 0.40 -0.20
H -5.415517 4.330129 -3.026958 0.15 0.21 0.08
H -7.850667 4.270579 -2.814918 0.08 0.42 0.13
H -8.961727 2.925519 -1.263658 -0.05 -0.29 0.55
O 1.126293 1.169339 -0.497958 0.14 -2.48 1.76
C 1.129613 0.106019 0.096052 0.41 2.32 -1.33
O 2.158113 -0.437051 0.798662 0.44 4.21 -0.53
C 1.919093 -1.710971 1.073632 -0.12 -4.27 -0.41
C 0.439293 -1.938021 0.707612 2.96 -0.47 0.51
F -0.192847 -2.046731 1.862302 -2.02 -0.30 1.76
O 0.082013 -0.750031 0.103912 -0.57 -0.37 -0.97
H 2.575603 -2.339321 0.471732 -0.01 -0.08 -0.51
H 2.125003 -2.113521 2.065422 -0.21 0.97 0.50
H 0.397683 -2.896061 0.189422 -1.04 0.48 -0.77
C -1.661407 4.053659 3.298362 0.03 -0.25 0.93
C -1.791027 2.747649 4.065052 -0.85 -1.43 -0.41
O -0.727467 2.600229 4.993052 0.89 -0.85 2.91
S -0.981517 1.950379 6.588262 -2.58 0.69 -0.92
C -1.549487 0.195879 6.118472 1.50 1.55 0.43
O 0.243833 1.960459 7.345732 -0.58 -0.22 -1.57
O -2.132157 2.626179 7.211282 1.76 -1.12 -1.52
H -0.990417 3.845509 2.464972 -0.34 0.45 -0.23
H -1.185737 4.791029 3.944992 -0.04 0.04 -0.01
H -2.649737 4.435549 3.042512 0.20 -0.07 -0.46
H -2.750527 2.426379 4.470322 -0.35 1.29 0.85
H -1.763277 1.922299 3.353622 0.91 -0.19 -0.44
H -1.903797 -0.163661 7.084542 -0.28 -0.23 -0.39
H -0.654887 -0.327211 5.780582 0.05 0.00 0.28
H -2.237917 0.207259 5.273472 -0.31 0.31 0.52
C -5.701887 -5.321251 4.587512 -0.95 -0.03 -0.47
C -6.239447 -5.653401 5.943502 1.50 -0.22 1.54
O -6.204977 -7.085701 6.140232 -0.88 -1.33 0.18
S -6.134437 -7.828871 7.613532 -0.29 2.33 -0.17
C -6.368777 -9.510221 6.890732 0.33 1.46 1.12
O -4.773937 -7.696251 8.151762 -2.29 -0.25 -0.60
O -7.305347 -7.313771 8.392962 2.88 -1.84 -1.71
H -6.508047 -5.218211 3.861152 -0.09 -0.21 -0.08
H -5.062377 -6.135791 4.247442 0.51 0.57 0.01
H -5.295287 -4.314351 4.682072 0.66 -0.26 -0.33
H -5.481707 -5.379321 6.677542 -0.27 1.01 0.13
H -7.186447 -5.143181 6.119482 -0.18 -0.61 0.37
H -5.436357 -9.947601 6.533822 0.09 0.51 0.09
H -7.055257 -9.314441 6.067022 -0.35 -0.61 0.49
H -6.663637 -10.018471 7.808802 -0.68 -0.52 -0.55
C -2.637237 -10.001351 -5.656468 2.07 0.25 0.25
C -1.630947 -8.777771 -5.773628 -0.82 -1.49 -2.11
O -1.049667 -8.612601 -4.554268 2.26 1.54 3.77
S 0.457563 -7.874211 -4.305528 -0.03 0.62 -0.10
C 1.442103 -9.350141 -4.629158 -0.94 0.92 0.20
O 0.811543 -6.887531 -5.362948 -1.36 -2.11 2.43
O 0.492143 -7.537921 -2.875248 -0.33 -0.47 -2.86
H -2.062787 -10.923061 -5.564008 0.65 0.06 0.37
H -3.163927 -10.288461 -6.566568 -0.81 1.03 0.26
H -3.108917 -9.909031 -4.678158 -0.92 0.07 -0.55
H -0.799807 -9.065311 -6.417568 -0.44 0.23 -1.02
H -2.110267 -7.844471 -6.069098 -0.06 -0.17 -0.38
H 1.011893 -10.145151 -4.020068 0.28 0.07 -0.02
H 2.477293 -9.103431 -4.393338 -0.11 -0.19 -0.23
H 1.215063 -9.491211 -5.685868 0.58 -0.35 0.01
C 6.280553 6.393889 3.904552 -0.16 -1.08 0.74
C 5.466333 5.400629 3.032742 -0.01 1.79 -0.39
O 6.212163 4.813649 1.954482 1.58 0.64 -1.85
S 7.051823 5.723509 0.772312 -0.83 -0.73 -0.60
C 5.490853 6.528489 0.020662 1.34 -0.31 0.39
O 7.838393 6.798709 1.374512 -1.08 -1.71 -0.72
O 7.705883 4.745309 -0.152568 -2.12 2.55 2.77
H 7.324643 6.086429 3.963202 -0.09 -0.08 0.17
H 5.831713 6.379149 4.897742 0.17 -0.19 0.22
H 6.278403 7.453309 3.648162 -0.25 -0.26 -0.77
H 4.946163 4.540379 3.454032 0.83 -0.05 0.75
H 4.607413 5.987089 2.706532 -0.10 0.06 -0.82
H 5.031453 7.148239 0.790712 0.20 -0.26 0.22
H 4.793143 5.765709 -0.324998 0.34 -0.04 0.00
H 5.806103 7.216459 -0.763818 0.16 -0.35 -0.11
C 0.419893 7.628059 -5.009328 0.78 0.02 -0.45
C -0.044527 7.711869 -3.562568 0.11 -0.51 -1.20
O -0.216217 9.100399 -3.287398 -1.88 1.84 0.66
S -1.739817 9.792579 -3.545108 0.74 -0.87 0.39
C -1.501367 11.500919 -2.729678 0.42 -1.89 -0.79
O -1.924637 9.879889 -5.006438 0.03 0.12 2.89
O -2.661207 9.063979 -2.673078 0.83 0.86 -1.64
H -0.039887 8.415559 -5.606438 -0.39 -0.28 0.08
H 0.259513 6.661189 -5.486338 -0.16 -0.03 0.15
H 1.483913 7.845879 -5.101578 0.16 -0.09 0.21
H -0.929347 7.086089 -3.445998 -0.38 0.49 0.33
H 0.698323 7.339959 -2.856908 0.00 0.18 0.00
H -0.434997 11.716609 -2.796188 -0.20 0.31 -0.50
H -1.729947 11.425479 -1.666588 -0.39 -0.29 -0.29
H -2.183927 12.133849 -3.296788 0.34 0.13 0.15
C 8.592933 -4.007911 -5.327608 0.80 -0.29 0.75
C 8.989413 -4.212751 -3.809598 -0.88 -0.19 -1.28
O 9.152803 -2.963721 -3.077228 -0.57 -1.03 1.12
S 7.789993 -2.301921 -2.430528 1.05 4.86 -2.44
C 7.830563 -0.833301 -3.598888 1.06 -0.69 0.89
O 6.640713 -3.010761 -2.871118 -0.44 -1.52 0.86
O 7.983803 -1.718531 -1.117198 0.05 -2.05 -1.00
H 8.238493 -4.967761 -5.703308 0.02 -0.03 -0.02
H 9.516443 -3.767921 -5.854508 0.05 -0.08 -0.11
H 7.886143 -3.247561 -5.659928 -0.27 -0.02 0.83
H 8.353363 -4.915801 -3.271778 -0.67 0.56 -0.05
H 9.901363 -4.808871 -3.842178 0.62 0.88 0.31
H 8.297693 -1.210961 -4.508428 -0.70 -0.01 -0.19
H 8.566103 -0.120871 -3.225348 -0.17 0.02 0.34
H 6.862493 -0.343831 -3.705458 0.04 -0.42 0.00
```
Forces are in eV/Å.

Summary:
strongest force on any atom: 5.5 eV/Å
LUMO level: -0.0254 Ha
total charge: 0
SMILES: O=[N+]([O-])c1ccccc1.O=C1OC[C@@H](F)O1.CCOS(C)(=O)=O.CCOS(C)(=O)=O.CCOS(C)(=O)=O.CCOS(C)(=O)=O.CCOS(C)(=O)=O.CCOS(C)(=O)=O
HOMO-LUMO gap: 9.3 eV

---

Entry 5:
Entry from the OMol25 dataset: a gas-phase ion, C2H7INO (charge +1) in a non-equilibrium geometry (wB97M-V/def2-TZVPD).

```
12
Properties=species:S:1:pos:R:3:forces:R:3
N -0.249865 0.928963 -0.780253 -1.78 0.74 0.08
C -0.190541 0.226056 0.578836 1.38 1.99 1.26
C 0.893827 -0.823052 0.582291 1.79 -0.34 0.96
O 0.615834 -1.852689 -0.174266 -3.17 2.83 -1.78
I 2.879635 0.419458 -0.548093 -0.92 -0.76 0.94
H 0.720903 1.127472 -1.076144 0.47 -0.49 -0.24
H -0.746757 1.841531 -0.949934 0.35 -0.65 1.47
H -0.770063 0.366799 -1.454476 0.59 -0.68 -0.16
H -1.147661 -0.062936 0.983949 -0.54 -0.73 -0.77
H 0.139554 0.903377 1.401179 -0.07 0.30 -1.14
H 1.359526 -1.152373 1.581107 -0.70 1.29 -1.37
H 1.113703 -2.586647 -0.039790 2.61 -3.50 0.74
```
Forces are in eV/Å.

Summary:
strongest force on any atom: 4.6 eV/Å
ΔE to the lowest compared entry with this formula, charge and spin: 26.2 kcal/mol
LUMO level: -0.1782 Ha
total charge: +1
SMILES: [NH3+]C[C@@H](O)I
HOMO-LUMO gap: 8.6 eV

---

Entry 6:
Entry from the OMol25 dataset: a molecular structure, F8KN4NaO16S8 in a non-equilibrium geometry (wB97M-V/def2-TZVPD).

```
38
Properties=species:S:1:pos:R:3:forces:R:3
Na 0.348537 0.543729 -0.258907 -0.44 -0.82 -1.46
K 1.787737 0.993129 2.300083 0.29 0.30 0.05
N -1.873143 -2.382281 -3.225597 -6.24 -1.42 -1.48
S -3.380733 -2.193621 -2.528067 -5.06 2.03 -2.58
O -3.689833 -0.820311 -2.144187 1.64 -1.72 0.98
O -4.107633 -3.271161 -1.901007 1.98 0.34 0.15
F -4.209233 -2.131261 -3.895787 0.48 -0.70 -1.13
S -1.102463 -2.147611 -1.993837 9.09 0.72 3.28
O -1.273073 -2.967401 -0.802817 -1.01 2.21 -0.93
O -0.616113 -0.743931 -2.034427 -0.78 -1.50 2.04
F 0.253267 -2.874201 -2.523137 0.06 0.21 -0.15
N 2.596687 -0.549371 -0.213927 2.29 3.64 -1.28
S 4.056487 0.023719 -0.736637 1.53 2.87 -4.70
O 4.384587 -0.193041 -2.153477 -1.38 0.31 2.81
O 5.170477 -0.077711 0.151063 -0.66 -0.19 0.78
F 3.692777 1.617259 -0.702007 -0.33 -1.09 0.39
S 3.065547 -1.959421 0.157693 -0.88 -6.38 0.86
O 3.484317 -2.104961 1.523343 0.68 0.23 -0.44
O 3.776027 -2.694321 -0.907837 -1.59 1.61 2.45
F 1.574047 -2.484191 0.273493 0.28 -0.67 -0.61
N -0.756253 -0.375571 1.539583 4.64 -2.50 2.32
S -0.651473 -1.456041 2.803063 3.95 -5.75 1.30
O -0.799683 -2.914731 2.494143 -0.01 4.84 0.95
O -0.975163 -0.936811 4.129653 0.34 -0.74 -2.32
F 0.979417 -1.297751 2.727993 -0.05 -0.40 0.77
S -2.190163 -0.183281 1.778863 -14.27 4.31 -2.89
O -2.672213 0.838319 2.752563 1.73 -2.89 -1.40
O -3.092443 -1.345761 1.460333 2.92 2.24 2.30
F -2.448033 0.632799 0.432113 0.54 0.50 -0.37
N 0.163797 2.765619 0.143593 -0.48 -0.39 5.78
S -0.597233 3.702279 1.317733 -2.86 1.65 2.51
O -2.025463 3.888699 1.098123 2.69 -1.16 0.21
O 0.088227 4.875159 1.828303 0.16 -1.60 -1.22
F -0.429073 2.725309 2.615093 0.12 -0.33 -1.33
S 0.263997 3.757129 -0.977177 0.27 5.15 -8.12
O 1.130337 4.945319 -0.900557 -1.38 -2.38 0.78
O -1.025223 3.969529 -1.639967 2.10 -0.33 1.13
F 1.098387 2.826749 -1.987467 -0.35 -0.20 0.56
```
Forces are in eV/Å.

Summary:
strongest force on any atom: 15.2 eV/Å
ΔE to the lowest compared entry with this formula, charge and spin: 112.2 kcal/mol
LUMO level: 0.1107 Ha
total charge: -2
HOMO-LUMO gap: 8.2 eV

---

| no. | calculated total energy (a.u.) |
| --- | --- |
| 1 | -673.44840 |
| 2 | -648.79085 |
| 3 | -365.24175 |
| 4 | -5336.21639 |
| 5 | -507.79158 |
| 6 | -6169.58855 |